Record 1
ORCA calculation (the ωB97M-V functional and the def2-TZVPD basis) on 2 unconnected molecules or ions with the total composition C6H15NO.

Values from the calculation:
Spin multiplicity ... 1
SMILES ... C[C@@H]1CCCN1C.O
E_HOMO ... -8.62 eV
ΔE to the lowest compared entry with this formula, charge and spin ... 29.31 kcal/mol
Frontier orbital gap ... 0.3456 Ha

Structure (XYZ):
```
23
C6H15NO the ωB97M-V functional and the def2-TZVPD basis
C -1.69 1.06 -0.16
C -0.28 0.48 0.01
C -0.21 -1.04 -0.14
C 0.95 -1.50 0.76
C 1.39 -0.21 1.48
N 0.30 0.75 1.30
C 0.76 2.11 1.45
H -1.93 1.73 0.66
H -1.78 1.60 -1.10
H -2.43 0.26 -0.27
H 0.35 0.89 -0.81
H -1.12 -1.55 0.18
H -0.10 -1.24 -1.20
H 1.79 -1.84 0.17
H 0.64 -2.25 1.49
H 1.59 -0.37 2.54
H 2.29 0.17 0.98
H 1.64 2.33 0.83
H -0.04 2.81 1.20
H 0.99 2.32 2.50
O -0.88 -2.27 -4.29
H -0.50 -2.41 -3.41
H -1.74 -1.85 -4.18
```

Mulliken population analysis, charges in e, atoms 1 to 4: atom 1 (C): -1.33, atom 2 (C): 0.42, atom 3 (C): -0.36, atom 4 (C): -0.55

=====

Record 2
ORCA calculation (the ωB97M-V functional and the def2-TZVPD basis) on a single C4H10N2S molecule at a distorted geometry.

Values from the calculation:
Spin multiplicity ... 1
SMILES ... C/N=C(/NC)SC
E_HOMO ... -8.54 eV
ΔE to the lowest compared entry with this formula, charge and spin ... 11.84 kcal/mol
Frontier orbital gap ... 0.3413 Ha

Structure (XYZ):
```
17
C4H10N2S the ωB97M-V functional and the def2-TZVPD basis
C -0.69 2.41 0.11
N -1.12 1.03 0.02
C -0.31 0.06 -0.05
N -0.80 -1.26 -0.05
C -2.24 -1.51 0.02
S 1.48 0.41 -0.15
C 2.07 -1.26 0.20
H -0.57 2.84 -0.91
H -1.46 2.99 0.60
H 0.25 2.54 0.67
H -0.26 -1.96 -0.51
H -2.76 -1.41 -0.94
H -2.67 -0.77 0.68
H -2.44 -2.48 0.42
H 3.08 -1.17 0.61
H 1.45 -1.76 0.97
H 2.13 -1.92 -0.67
```

Mulliken population analysis, charges in e, atoms 1 to 4: atom 1 (C): -0.90, atom 2 (N): -0.51, atom 3 (C): 0.56, atom 4 (N): -0.21

=====

Record 3
ORCA calculation (the ωB97M-V functional and the def2-TZVPD basis) on 2 unconnected molecules or ions with the total composition C3H7BO3 at a distorted geometry.

Values from the calculation:
Spin multiplicity ... 1
SMILES ... C/C=B/O.O=CO
E_HOMO ... -7.79 eV
ΔE to the lowest compared entry with this formula, charge and spin ... 81.04 kcal/mol
Frontier orbital gap ... 0.2948 Ha

Structure (XYZ):
```
14
C3H7BO3 the ωB97M-V functional and the def2-TZVPD basis
C -0.45 0.18 1.85
C 0.02 -0.77 0.73
B -0.63 -1.88 0.20
O -1.22 -2.88 -0.41
H 0.30 -0.09 2.73
H -0.28 1.22 1.59
H -1.42 -0.02 2.23
H 1.00 -0.48 0.38
H -1.10 -3.76 -0.09
O 0.80 2.49 -0.75
C 0.41 1.90 -1.71
O 1.19 1.16 -2.49
H -0.69 1.85 -2.04
H 2.06 1.08 -2.23
```

Mulliken population analysis, charges in e, atoms 1 to 4: atom 1 (C): -0.90, atom 2 (C): -0.18, atom 3 (B): 0.23, atom 4 (O): -0.55

=====

Record 4
ORCA calculation (the ωB97M-V functional and the def2-TZVPD basis) on a single C3H5NO2 molecule.

Values from the calculation:
Spin multiplicity ... 1
SMILES ... C/N=C\OC=O
E_HOMO ... -10.31 eV
ΔE to the lowest compared entry with this formula, charge and spin ... 29.86 kcal/mol
Frontier orbital gap ... 0.4118 Ha

Structure (XYZ):
```
11
C3H5NO2 the ωB97M-V functional and the def2-TZVPD basis
C 0.84 -1.64 0.28
N 0.47 -0.59 1.22
C -0.22 0.37 0.83
O -0.72 0.46 -0.48
C -0.86 1.69 -1.01
O -0.61 2.72 -0.47
H 0.52 -2.60 0.70
H 1.93 -1.66 0.20
H 0.40 -1.52 -0.72
H -0.51 1.20 1.47
H -1.24 1.58 -2.04
```

Mulliken population analysis, charges in e, atoms 1 to 4: atom 1 (C): -0.68, atom 2 (N): -0.40, atom 3 (C): 0.12, atom 4 (O): -0.30

=====

Record 5
ORCA calculation (the ωB97M-V functional and the def2-TZVPD basis) on a single C4H9NO molecule at a distorted geometry.

Values from the calculation:
Spin multiplicity ... 1
SMILES ... CN[C@@H](C)C=O
E_HOMO ... -9.14 eV
ΔE to the lowest compared entry with this formula, charge and spin ... 65.33 kcal/mol
Frontier orbital gap ... 0.3711 Ha

Structure (XYZ):
```
15
C4H9NO the ωB97M-V functional and the def2-TZVPD basis
C 0.70 -2.00 -0.79
N 0.74 -0.66 -0.25
C -0.38 0.21 -0.49
C -1.67 -0.10 0.30
C 0.07 1.59 0.15
O 0.84 1.54 1.12
H -0.15 -2.59 -0.55
H 0.75 -2.08 -2.00
H 1.61 -2.50 -0.45
H 0.61 -0.72 0.78
H -0.53 0.17 -1.56
H -1.95 0.49 1.12
H -2.55 -0.20 -0.46
H -1.67 -1.07 0.73
H -0.38 2.60 0.10
```

Mulliken population analysis, charges in e, atoms 1 to 4: atom 1 (C): -0.84, atom 2 (N): -0.39, atom 3 (C): 0.12, atom 4 (C): -1.30

=====

Record 6
ORCA calculation (the ωB97M-V functional and the def2-TZVPD basis) on a molecular structure, C8H18N2O4Rb at a distorted geometry.

Values from the calculation:
Spin multiplicity ... 1
E_HOMO ... -0.71 eV
Frontier orbital gap ... 0.0801 Ha
Charge ... -1

Structure (XYZ):
```
33
C8H18N2O4Rb the ωB97M-V functional and the def2-TZVPD basis
Rb 31.12 -14.50 -6.11
O 31.16 -17.17 -4.99
C 30.59 -18.40 -4.70
C 31.16 -19.57 -5.54
O 32.51 -19.68 -5.66
H 29.48 -18.44 -4.84
H 30.74 -18.59 -3.61
H 30.62 -19.50 -6.52
H 30.66 -20.50 -5.16
C 28.57 -15.21 -3.97
O 29.06 -14.08 -4.02
N 27.41 -15.55 -4.55
C 26.53 -14.60 -5.17
C 26.94 -16.92 -4.50
H 29.12 -16.09 -3.57
H 25.55 -14.61 -4.69
H 26.38 -14.81 -6.23
H 26.89 -13.58 -5.15
H 26.07 -17.06 -3.85
H 26.63 -17.24 -5.50
H 27.73 -17.62 -4.21
C 30.68 -11.01 -7.23
O 30.54 -12.16 -7.60
N 29.95 -10.40 -6.27
C 29.85 -8.95 -6.18
C 29.04 -11.10 -5.39
H 31.35 -10.28 -7.72
H 28.98 -8.65 -6.77
H 30.70 -8.46 -6.67
H 29.73 -8.65 -5.14
H 29.22 -10.95 -4.33
H 28.01 -10.75 -5.56
H 29.05 -12.16 -5.64
```

Mulliken population analysis, charges in e, atoms 1 to 4: atom 1 (Rb): 0.81, atom 2 (O): -0.62, atom 3 (C): -0.10, atom 4 (C): -0.45

=====

Record 7
ORCA calculation (the ωB97M-V functional and the def2-TZVPD basis) on a single C3H2N2S molecule at a distorted geometry.

Values from the calculation:
Spin multiplicity ... 1
SMILES ... S=C1N=CC=N1
E_HOMO ... -9.52 eV
ΔE to the lowest compared entry with this formula, charge and spin ... 37.82 kcal/mol
Frontier orbital gap ... 0.2795 Ha

Structure (XYZ):
```
8
C3H2N2S the ωB97M-V functional and the def2-TZVPD basis
S 1.49 0.25 2.32
C 0.62 0.05 1.09
N -0.62 -0.68 0.99
C -0.88 -0.38 -0.26
C 0.14 0.29 -0.98
N 1.08 0.50 -0.21
H -2.05 -0.50 -0.84
H 0.22 0.47 -2.12
```

Mulliken population analysis, charges in e, atoms 1 to 4: atom 1 (S): -0.32, atom 2 (C): 0.33, atom 3 (N): -0.42, atom 4 (C): 0.11

=====

Record 8
ORCA calculation (the ωB97M-V functional and the def2-TZVPD basis) on a molecular structure, C46H54FeN8S3.

Values from the calculation:
Spin multiplicity ... 6
E_HOMO (spin up / spin down) ... -16.23 / -16.27 eV
ΔE to the lowest compared entry with this formula, charge and spin ... 1.28 kcal/mol
Frontier orbital gap (spin up / spin down) ... 0.3436 / 0.2991 Ha
Charge ... +3

Structure (XYZ):
```
112
C46H54FeN8S3 the ωB97M-V functional and the def2-TZVPD basis
Fe 0.95 -0.75 -1.76
C 3.68 0.78 -3.39
C 3.60 1.03 -1.89
N 2.88 0.00 -1.10
C 3.69 -1.19 -0.75
C 3.70 -2.21 -1.87
N 2.32 -2.43 -2.38
C 1.82 -3.77 -1.98
C 0.33 -4.00 -2.28
C -0.19 -3.20 -3.47
N -0.47 -1.79 -3.10
C -0.72 -0.96 -4.30
C 0.59 -0.42 -4.83
N 1.22 0.36 -3.75
C 2.43 1.13 -4.16
H 3.98 -0.25 -3.61
H 4.49 1.40 -3.78
H 3.09 1.98 -1.72
H 4.61 1.13 -1.48
H 2.60 0.45 -0.23
H 3.24 -1.63 0.14
H 4.71 -0.89 -0.49
H 4.12 -3.14 -1.50
H 4.35 -1.89 -2.69
H 2.36 -2.41 -3.39
H 2.00 -3.87 -0.91
H 2.42 -4.53 -2.49
H -0.27 -3.75 -1.41
H 0.19 -5.06 -2.48
H -1.11 -3.65 -3.85
H 0.52 -3.21 -4.30
H -1.31 -1.79 -2.53
H -1.37 -0.13 -4.01
H -1.24 -1.54 -5.07
H 0.41 0.20 -5.71
H 1.27 -1.22 -5.14
H 0.53 1.04 -3.44
H 2.21 2.19 -4.04
H 2.60 0.97 -5.23
N 0.47 -1.72 -0.12
S 0.46 -1.50 1.34
N 0.63 0.04 1.87
S -0.59 1.02 1.94
N -1.65 1.01 0.80
S -1.28 1.44 -0.73
N -0.10 0.86 -1.38
C -1.27 3.21 -0.74
C -0.10 3.86 -1.08
C -0.08 5.25 -1.08
C -1.23 5.95 -0.76
C -2.40 5.28 -0.42
C -2.43 3.90 -0.41
C -2.82 1.03 -1.51
C -3.70 0.11 -0.96
C -4.83 -0.25 -1.69
C -5.06 0.31 -2.94
C -4.17 1.23 -3.47
C -3.04 1.60 -2.76
C -1.55 0.76 3.39
C -0.85 0.72 4.59
C -1.56 0.52 5.76
C -2.95 0.37 5.71
C -3.62 0.41 4.50
C -2.93 0.61 3.32
C 0.19 2.59 2.17
C -0.64 3.66 2.45
C -0.08 4.91 2.61
C 1.29 5.08 2.49
C 2.12 3.99 2.21
C 1.57 2.73 2.05
C 1.81 -2.26 2.21
C 2.66 -1.56 3.05
C 3.71 -2.24 3.65
C 3.88 -3.60 3.42
C 3.01 -4.29 2.59
C 1.96 -3.62 1.98
C -0.98 -2.18 2.10
C -1.00 -2.44 3.47
C -2.16 -2.94 4.04
C -3.27 -3.18 3.24
C -3.23 -2.94 1.88
C -2.08 -2.43 1.30
H 0.78 3.28 -1.35
H 0.82 5.78 -1.35
H -1.22 7.04 -0.77
H -3.30 5.84 -0.18
H -3.34 3.37 -0.15
H -3.52 -0.30 0.02
H -5.54 -0.95 -1.27
H -5.95 0.03 -3.49
H -4.37 1.68 -4.44
H -2.35 2.33 -3.17
H 0.22 0.85 4.61
H -1.04 0.50 6.71
H -3.50 0.22 6.63
H -4.70 0.29 4.48
H -3.44 0.66 2.37
H -1.71 3.52 2.56
H -0.71 5.76 2.84
H 1.73 6.06 2.63
H 3.19 4.13 2.14
H 2.20 1.87 1.86
H 2.51 -0.50 3.24
H 4.39 -1.71 4.31
H 4.70 -4.13 3.90
H 3.14 -5.35 2.43
H 1.27 -4.15 1.34
H -0.12 -2.25 4.08
H -2.19 -3.15 5.10
H -4.17 -3.59 3.69
H -4.10 -3.15 1.27
H -2.01 -2.25 0.23
```

Mulliken population analysis, charges in e, atoms 1 to 4: atom 1 (Fe): 1.62, atom 2 (C): -0.73, atom 3 (C): -0.56, atom 4 (N): 0.06